Entry 1:
DFT (ωB97M-V/def2-TZVPD) results for the molecule C6H15N at a distorted geometry.

Summary:
* total charge: 0
* energy relative to the best compared isomer or geometry (same formula, charge and spin): 2.945 eV
* Kohn-Sham gap: 8.9945 eV
* SMILES string: CCCN(C)CC
* electronic energy: -292.26081 Ha

XYZ file:
```
22
Properties=species:S:1:pos:R:3:forces:R:3
C 0.306 -3.060 0.092 1.8507 -0.7350 0.9882
C 0.024 -1.604 -0.160 -4.3819 0.7447 -2.1181
C 0.798 -0.561 0.565 -1.5507 0.9946 -0.9905
N 0.276 0.841 0.490 0.9875 0.4461 2.5899
C -0.611 1.280 1.616 -0.6842 -3.8136 0.4155
C -0.037 1.169 -0.875 0.1014 -1.1083 -0.9323
C -0.115 2.562 -1.467 -0.9755 1.4812 4.8757
H 1.469 -3.231 -0.049 -2.1785 0.0692 0.6449
H -0.024 -3.184 1.201 0.8636 -0.6441 -1.8773
H -0.186 -3.808 -0.615 0.3305 1.2229 1.1198
H 0.060 -1.333 -1.257 -0.1533 -0.6535 0.9590
H -1.096 -1.424 0.152 1.6422 -0.3910 -0.7507
H 0.970 -1.020 1.484 0.4729 0.4467 2.3300
H 1.660 -0.505 0.015 2.8720 0.1099 -0.8041
H -0.303 0.888 2.709 0.1074 1.0633 -2.6561
H -1.574 0.671 1.478 0.4802 1.2414 0.2888
H -0.807 2.332 1.648 0.0194 0.5124 -0.1502
H -0.940 0.626 -1.150 -0.5136 0.0476 -0.4136
H 0.746 0.728 -1.457 0.6504 -0.8770 -0.2863
H 0.802 3.186 -1.138 -1.3894 -0.9209 -1.2203
H -0.434 2.508 -2.493 0.2926 0.2987 -0.3173
H -0.985 2.938 -0.787 1.1564 0.4646 -1.6948
```
Positions in Å, forces in eV/Å.

Entry 2:
DFT (ωB97M-V/def2-TZVPD) results for the molecule C6H15N at a distorted geometry.

Summary:
* total charge: 0
* energy relative to the best compared isomer or geometry (same formula, charge and spin): 1.236 eV
* Kohn-Sham gap: 9.2150 eV
* SMILES string: CCCNCCC
* electronic energy: -292.32360 Ha

XYZ file:
```
22
Properties=species:S:1:pos:R:3:forces:R:3
C 3.112 0.623 0.263 0.5747 -0.7626 0.8138
C 1.984 1.535 -0.139 0.3537 0.8926 -1.1207
C 0.951 0.828 -1.040 -0.1875 0.8018 0.4538
N -0.044 0.259 -0.187 0.4379 -0.4668 1.4363
C -1.377 -0.056 -0.540 -1.2416 1.6918 -1.8673
C -2.259 -0.523 0.610 -0.0512 -1.2822 -0.2333
C -2.528 -2.064 0.676 0.3119 0.4775 0.0031
H 3.537 0.894 1.234 0.0178 0.1369 -0.0934
H 2.678 -0.361 0.415 0.0760 -0.4100 0.1094
H 3.973 0.465 -0.406 -0.5792 0.4237 -0.1756
H 1.484 1.938 0.734 -0.2867 -0.2793 0.2258
H 2.365 2.449 -0.616 0.0739 -0.2810 -0.2459
H 0.453 1.542 -1.677 -0.2999 0.5404 -0.1777
H 1.441 0.167 -1.753 0.2601 -0.5770 0.0251
H 0.302 -0.259 0.606 0.1293 -0.0718 -0.1495
H -1.881 0.908 -0.925 0.7948 -1.0299 0.3177
H -1.427 -0.723 -1.424 -0.2070 -0.2139 0.3705
H -3.213 -0.005 0.529 -0.0229 -0.0189 0.0651
H -1.814 -0.242 1.563 0.0120 0.2970 0.0010
H -3.574 -2.233 0.962 0.4235 -0.2384 0.2687
H -1.808 -2.521 1.359 -0.4320 -0.0776 0.3436
H -2.354 -2.621 -0.245 -0.1573 0.4475 -0.3705
```
Positions in Å, forces in eV/Å.

Entry 3:
DFT (ωB97M-V/def2-TZVPD) results for C6H15N as an isolated structure at a distorted geometry.

Summary:
* total charge: +1
* energy relative to the best compared isomer or geometry (same formula, charge and spin): 5.695 eV
* Kohn-Sham gap (spin up / spin down): 8.8936 / 9.1312 eV
* spin multiplicity: 2
* electronic energy: -291.85290 Ha
* <S²>: 0.76

XYZ file:
```
22
Properties=species:S:1:pos:R:3:forces:R:3
C -2.041 0.580 -0.443 1.1127 -5.2109 0.1077
C -2.476 -0.048 0.849 1.1335 0.8180 0.9728
C -0.714 0.357 -0.927 -1.6472 -1.9197 0.0890
N 0.213 -0.599 -0.472 0.1572 3.4047 0.8321
C 1.234 0.376 1.608 0.8631 -0.4458 -0.6898
C 1.365 0.247 0.053 1.2514 0.6197 -0.3293
C 2.611 -0.568 -0.388 0.1182 0.9003 -0.7263
H -0.521 0.654 -1.950 0.0819 0.4704 -0.1560
H -2.821 0.303 -1.167 -0.2004 2.9042 -0.8713
H -2.139 0.660 1.613 -0.1554 -0.3380 0.5431
H -3.537 -0.173 0.997 -0.3007 0.2689 -0.4653
H -1.991 -1.014 1.060 0.1757 0.2963 -0.2673
H -1.581 -1.508 -2.492 0.3198 0.3449 0.6620
H -1.843 -1.872 -3.055 -0.3497 -0.4104 -0.6950
H -0.856 1.320 -0.106 -0.7422 1.2400 -0.5915
H 0.517 1.089 2.021 -0.0922 0.0125 -0.3940
H 1.002 -0.626 1.953 -0.0011 -0.0569 0.4299
H 2.242 0.653 1.979 -0.6292 -0.1120 -0.1431
H 1.431 1.346 -0.424 -0.4186 -2.4062 0.8010
H 2.529 -1.597 -0.063 -0.0525 -0.1828 0.1843
H 2.606 -0.559 -1.500 0.1407 -0.1601 0.6671
H 3.592 -0.155 -0.073 -0.7649 -0.0372 0.0400
```
Positions in Å, forces in eV/Å.

Entry 4:
DFT (ωB97M-V/def2-TZVPD) results for an isolated ion of composition C6H15N2 and charge +1 at a distorted geometry.

Summary:
* total charge: +1
* energy relative to the best compared isomer or geometry (same formula, charge and spin): 1.419 eV
* Kohn-Sham gap: 8.6984 eV
* SMILES string: C[C@H]([NH3+])CC/C=C/N
* electronic energy: -346.86041 Ha

XYZ file:
```
23
Properties=species:S:1:pos:R:3:forces:R:3
C -0.368 2.506 1.686 -0.0623 0.1945 1.4492
C -0.438 1.096 1.150 -0.5601 0.4567 -1.1869
N 0.927 0.464 1.182 1.1458 0.6668 0.4397
C -0.880 1.117 -0.309 1.3297 -0.2037 -1.0726
C -0.957 -0.245 -1.085 -0.8611 0.7639 1.6568
C -0.017 -1.373 -0.788 0.4328 -0.2762 0.0268
C 0.555 -2.125 -1.743 0.7956 0.5760 0.1816
N 1.257 -3.292 -1.557 0.1055 -0.1760 0.1905
H -1.375 2.897 1.827 -0.0157 0.0405 -0.3732
H 0.039 2.542 2.703 0.0994 -0.2059 -0.0192
H 0.228 3.215 1.111 -0.1125 -0.2321 -0.4162
H -1.127 0.484 1.705 0.0101 -0.3580 0.5540
H 1.085 -0.195 0.401 -0.2239 -0.1963 0.0061
H 1.200 0.043 2.067 -0.4798 -0.4506 0.1601
H 1.635 1.196 1.105 -0.0805 0.2365 -0.4244
H -1.832 1.623 -0.437 -0.1277 -0.0123 0.3512
H -0.165 1.766 -0.831 0.0701 0.0524 0.0107
H -0.967 0.015 -2.133 -0.1588 -0.2351 -0.2867
H -1.946 -0.581 -0.743 -0.0415 -0.3462 -0.7256
H 0.035 -1.781 0.225 -0.5167 -0.1328 -0.0716
H 0.696 -1.689 -2.730 -0.7109 -0.3733 -0.2459
H 1.056 -4.047 -2.195 0.2274 0.1781 -0.2252
H 1.357 -3.634 -0.612 -0.2650 0.0334 0.0209
```
Positions in Å, forces in eV/Å.

Entry 5:
DFT (ωB97M-V/def2-TZVPD) results for a 2-piece molecular cluster, C6H15N2 overall at a distorted geometry.

Summary:
* total charge: +1
* energy relative to the best compared isomer or geometry (same formula, charge and spin): 7.815 eV
* Kohn-Sham gap: 3.6471 eV
* electronic energy: -346.62537 Ha

XYZ file:
```
23
Properties=species:S:1:pos:R:3:forces:R:3
C 2.659 -0.032 1.382 4.1686 1.1294 -0.4006
C 1.625 -0.287 0.437 -3.3660 -0.1671 3.3600
C 0.315 0.523 0.642 2.7664 -1.3563 0.6982
C -0.461 -0.002 -0.494 -4.1386 0.6309 -1.6479
N -4.146 -0.618 0.186 1.3770 -2.0019 0.2572
C -2.808 -0.794 -0.045 -0.1233 3.3047 -0.9379
C -1.951 0.253 -0.473 0.0229 -4.0220 1.2936
N 2.080 0.842 -1.825 2.4624 -1.1846 3.4041
H 3.126 0.956 1.185 -0.1763 -0.0672 -0.1680
H 2.484 0.099 2.447 -0.9598 -0.4435 0.0871
H 3.518 -0.714 1.261 -0.4210 0.0345 0.2532
H 1.404 -1.350 0.291 0.2111 0.0870 -0.4654
H -0.102 0.204 1.632 0.2297 0.0657 -0.8453
H 0.569 1.589 0.705 -0.4108 -0.1951 -0.2145
H -0.347 -1.080 -0.626 0.1085 0.0693 0.2741
H -0.061 0.443 -1.439 0.1807 0.1333 0.1559
H -4.649 0.187 -0.120 -0.2459 0.2129 -0.0327
H -4.623 -1.483 0.468 -0.1663 1.1437 -0.3048
H -2.466 -1.773 0.193 0.4451 -0.6249 -0.0365
H -2.369 1.204 -0.482 -0.4657 1.7346 -0.3505
H 1.663 1.529 -2.375 -2.1961 0.6720 -0.9684
H 1.798 0.075 -0.704 0.6049 1.5964 -2.7909
H 2.740 0.228 -2.246 0.0924 -0.7517 -0.6200
```
Positions in Å, forces in eV/Å.

Entry 6:
DFT (ωB97M-V/def2-TZVPD) results for a 2-piece molecular cluster, C6H15N2 overall at a distorted geometry.

Summary:
* total charge: +1
* energy relative to the best compared isomer or geometry (same formula, charge and spin): 3.817 eV
* Kohn-Sham gap: 10.3574 eV
* electronic energy: -346.77231 Ha

XYZ file:
```
23
Properties=species:S:1:pos:R:3:forces:R:3
C -0.406 -1.612 -1.428 1.5972 0.1268 -0.5037
C 0.845 -1.053 -1.992 2.1274 -0.4046 0.8863
C 0.963 -0.405 1.224 2.5496 2.3594 -2.4665
C 0.945 1.950 0.196 0.6542 -0.7071 0.4265
C -1.168 0.741 1.100 0.1584 1.1326 -2.2533
C 0.220 0.716 0.512 0.3779 -3.1668 -0.1554
N -0.038 -0.225 -1.259 -1.7893 3.0215 1.2315
N -1.689 -0.614 1.175 0.6760 1.8052 2.1696
H -1.173 -1.723 -2.115 -1.5536 -0.6622 -0.9149
H -0.327 -2.245 -0.579 -0.0961 -0.3834 0.4805
H 1.708 -1.143 -1.377 0.7967 -0.9462 0.3481
H 1.188 -0.799 -2.976 -0.8764 -0.1013 -0.6846
H 0.812 -0.031 2.213 0.8905 -0.2588 1.2063
H 0.413 -1.274 1.117 -0.6215 -1.7909 0.0650
H 2.051 -0.474 0.822 -1.7890 0.0635 1.2675
H 1.989 1.860 0.524 -0.3076 0.2584 -0.0922
H 0.929 2.097 -0.850 0.0933 0.4635 -1.1801
H 0.439 2.761 0.657 -0.2712 0.9968 0.4254
H -1.715 1.550 0.513 -0.0949 -1.0569 0.8307
H -0.996 1.122 2.121 -0.2446 0.0089 -0.3235
H -2.117 -0.979 0.383 -1.1077 -0.2891 -1.5329
H -2.312 -0.546 1.950 -0.8684 -0.9008 0.2935
H -0.561 0.329 -1.931 -0.3009 0.4314 0.4764
```
Positions in Å, forces in eV/Å.